148
Properties=species:S:1:pos:R:3:forces:R:3 method="wB97M-V/def2-TZVPD" homo_energy_ev=-10.63 homo_lumo_gap_ev=7.529 total_charge=+1 lumo_energy_ev=-3.10
C -2.691 0.602 -0.667 0.688 0.544 -0.847
C -1.371 0.118 -1.392 0.063 0.297 0.440
C -0.928 -1.342 -0.955 -0.585 2.579 -0.531
F -0.282 -1.197 0.286 -0.061 -0.800 -0.684
C -0.043 -1.927 -2.094 -0.352 -1.461 -0.285
C 1.367 -1.248 -2.260 -0.701 1.580 -2.181
F 1.603 -0.163 -1.437 -0.229 -1.229 0.064
C 1.495 -0.687 -3.739 -0.259 0.582 0.522
C 2.663 0.345 -3.899 0.148 0.344 -0.294
C 2.212 1.853 -3.614 0.137 -0.652 0.193
C 2.053 2.627 -4.983 -0.431 -0.299 0.516
C 3.181 2.574 -2.609 -0.004 0.100 -0.361
C 4.683 2.592 -3.086 0.161 -0.115 0.597
C 5.611 1.589 -2.338 -0.433 0.138 -0.187
C 6.033 1.705 -1.062 0.386 -0.539 0.249
C 5.322 2.499 0.065 0.831 0.180 0.210
C 7.350 0.958 -0.663 -0.797 -0.495 0.420
N 2.529 -2.172 -2.094 -0.059 0.652 -0.110
C 2.444 -3.124 -0.975 1.011 -3.366 1.240
N 2.734 -2.578 0.358 0.313 0.357 -0.215
C 2.851 -3.731 1.312 -1.883 -0.672 1.870
C 1.727 -3.964 2.383 -0.120 0.394 -1.223
O 3.740 -4.512 1.277 0.792 0.075 -0.754
C 4.047 -1.917 0.430 0.848 2.644 0.869
C 4.068 -0.562 1.208 -1.555 -1.002 0.051
O 5.049 -2.308 -0.086 -0.303 -0.772 -0.912
C 1.069 -3.873 -0.908 -0.860 0.607 -0.539
C 0.064 -3.531 -2.113 0.478 0.120 2.367
C -1.277 -4.234 -1.680 -0.796 0.977 1.137
O -1.190 -5.661 -1.696 1.394 1.054 -1.431
N -1.741 -6.251 -0.541 -1.413 -0.534 0.643
O -2.906 -6.226 -0.575 0.613 -0.006 0.341
N 0.531 -4.013 -3.440 -0.681 1.537 1.320
C -0.402 -3.997 -4.504 0.443 -0.692 -1.342
O -0.138 -4.573 -5.486 0.322 -0.735 -1.299
F -1.564 -3.302 -4.501 1.109 0.186 1.763
C 1.357 -5.176 -3.419 1.054 0.181 -0.624
O 1.015 -6.266 -3.529 -1.149 -2.141 -0.121
F 2.729 -4.992 -3.317 -1.152 1.607 0.199
H -3.149 -0.214 -0.068 0.115 0.676 -0.396
H -3.372 1.000 -1.458 0.180 -0.524 0.889
H -2.440 1.486 -0.032 -0.398 -0.910 -0.239
H -0.581 0.860 -1.117 -0.314 -0.887 -0.223
H -1.454 0.180 -2.509 -0.194 -0.218 0.938
H -1.891 -1.863 -0.766 0.898 -0.236 -0.305
H -0.585 -1.683 -3.043 0.337 -0.073 0.963
H 1.514 -1.526 -4.484 0.121 0.504 0.686
H 0.546 -0.125 -3.931 0.687 -0.519 0.119
H 3.022 0.263 -4.956 -0.179 0.083 0.912
H 3.557 0.148 -3.255 -0.645 -0.202 -0.349
H 1.224 1.801 -3.084 0.717 0.084 -0.574
H 1.003 3.002 -5.035 0.965 0.161 -0.089
H 2.801 3.448 -5.028 -0.716 -0.421 -0.161
H 2.179 1.964 -5.875 0.052 0.523 0.761
H 2.803 3.618 -2.456 0.313 -0.836 -0.207
H 3.160 2.102 -1.597 -0.295 0.196 -0.910
H 5.100 3.615 -2.899 -0.317 -0.843 -0.213
H 4.795 2.403 -4.183 -0.263 0.179 0.812
H 5.985 0.717 -2.924 0.240 1.039 0.242
H 4.216 2.395 0.076 0.750 0.216 -0.237
H 5.687 2.090 1.043 -0.312 0.371 -0.800
H 5.587 3.586 0.088 -0.281 -0.766 -0.168
H 7.425 0.844 0.449 0.038 0.191 -0.902
H 7.365 -0.079 -1.078 -0.023 0.755 0.153
H 8.261 1.475 -1.037 -0.717 -0.163 0.282
H 2.612 -2.684 -2.990 -0.087 -0.187 0.521
H 3.374 -1.566 -2.084 -0.201 -0.308 0.399
H 3.224 -3.913 -1.168 -0.499 0.874 -0.286
H 2.136 -4.588 3.202 -0.164 0.615 -0.506
H 1.243 -3.020 2.712 0.389 -0.660 -0.116
H 0.955 -4.585 1.854 0.518 0.527 0.545
H 3.292 -0.663 2.011 0.814 0.353 -0.404
H 5.074 -0.314 1.597 -0.645 -0.277 -0.373
H 3.674 0.242 0.533 0.430 -0.678 0.447
H 1.164 -4.972 -0.732 0.253 0.787 -0.439
H 0.516 -3.486 -0.014 0.565 -0.130 -0.815
H -1.434 -3.939 -0.607 0.066 -0.090 -0.931
H -2.185 -3.875 -2.217 0.754 -0.270 0.013
O 5.951 -6.602 -8.731 -0.289 -0.217 0.060
C 5.378 -7.047 -7.774 0.146 0.353 0.099
O 4.280 -7.811 -7.941 0.012 -0.259 -0.404
C 3.643 -8.541 -6.888 -0.124 0.106 0.207
C 2.654 -7.671 -6.140 -0.016 0.160 0.035
C 5.811 -6.689 -6.373 0.359 -0.432 0.267
H 4.381 -9.000 -6.227 0.020 0.101 -0.006
H 3.109 -9.361 -7.369 0.127 0.105 -0.170
H 3.149 -6.829 -5.653 0.046 -0.087 0.066
H 2.131 -8.251 -5.378 0.012 0.016 -0.028
H 1.920 -7.252 -6.830 0.000 -0.111 0.000
H 5.360 -5.737 -6.091 -0.010 -0.031 -0.009
H 6.896 -6.586 -6.366 -0.104 0.189 -0.135
H 5.569 -7.445 -5.628 -0.184 0.114 0.027
O 1.116 2.967 0.938 -0.178 0.330 -0.212
C 0.255 3.514 1.588 0.188 -0.241 0.473
O -0.150 4.752 1.257 0.112 0.035 -0.584
C -1.295 5.400 1.839 -0.171 0.006 0.300
C -0.933 6.103 3.130 0.193 -0.052 0.106
C -0.319 2.876 2.824 -0.393 -0.203 -0.302
H -2.121 4.697 1.961 0.094 -0.040 0.075
H -1.626 6.141 1.108 0.213 -0.125 -0.141
H -0.584 5.398 3.886 -0.141 -0.018 0.001
H -1.795 6.639 3.529 0.004 -0.043 -0.030
H -0.122 6.814 2.961 -0.088 0.026 -0.061
H 0.330 3.093 3.673 -0.010 0.024 -0.024
H -0.357 1.798 2.669 0.219 0.060 0.036
H -1.333 3.188 3.048 0.132 0.094 0.146
O -4.221 3.827 -0.533 -0.095 0.084 0.282
C -4.552 4.979 -0.629 -0.056 0.078 -0.438
O -5.244 5.567 0.363 0.174 -0.281 0.474
C -5.509 6.974 0.435 -0.200 0.201 -0.178
C -6.752 7.340 -0.349 -0.047 -0.089 -0.157
C -4.279 5.763 -1.888 0.516 0.308 0.044
H -4.636 7.553 0.129 -0.016 -0.075 -0.077
H -5.671 7.195 1.491 0.079 -0.233 -0.004
H -6.636 7.121 -1.412 0.048 0.095 0.018
H -6.978 8.401 -0.238 0.013 -0.035 0.013
H -7.607 6.759 0.002 0.050 0.063 0.079
H -5.074 5.571 -2.608 0.004 0.027 0.032
H -3.330 5.423 -2.304 -0.171 -0.179 -0.025
H -4.178 6.834 -1.729 -0.224 0.004 -0.046
O -2.971 2.661 4.232 -0.297 0.338 -0.030
C -3.829 3.229 4.866 0.022 -0.123 0.618
O -4.205 4.469 4.505 0.173 0.046 -0.656
C -5.336 5.156 5.054 -0.100 0.123 0.309
C -4.970 5.879 6.334 0.140 -0.072 0.120
C -4.419 2.615 6.106 -0.060 -0.019 -0.459
H -6.181 4.478 5.184 0.103 -0.055 0.044
H -5.639 5.886 4.302 0.171 -0.142 -0.119
H -4.648 5.183 7.110 -0.112 -0.008 -0.007
H -5.822 6.447 6.711 0.023 -0.014 -0.030
H -4.139 6.566 6.158 -0.089 0.027 -0.058
H -3.771 2.835 6.956 -0.014 0.074 -0.023
H -4.473 1.536 5.966 0.252 0.539 -0.028
H -5.433 2.944 6.321 0.083 0.064 0.125
O -5.702 0.300 6.712 -0.460 -0.957 0.456
C -5.141 -0.689 7.112 0.197 0.066 0.040
O -5.681 -1.405 8.111 -0.476 0.105 -0.082
C -5.206 -2.690 8.530 0.272 -0.133 0.190
C -4.078 -2.559 9.533 0.128 0.153 -0.018
C -3.791 -1.089 6.572 -0.066 -0.388 -0.475
H -4.933 -3.306 7.671 0.044 0.106 -0.021
H -6.054 -3.184 9.006 -0.094 0.214 -0.106
H -3.211 -2.057 9.099 0.009 -0.099 -0.030
H -3.765 -3.541 9.890 -0.033 0.026 -0.009
H -4.398 -1.959 10.387 -0.062 -0.096 -0.018
H -3.015 -0.539 7.106 -0.016 -0.026 0.002
H -3.751 -0.825 5.515 0.023 0.212 0.135
H -3.591 -2.157 6.630 0.076 0.050 0.212